Entry 1:
102
Properties=species:S:1:pos:R:3 method="wB97M-V/def2-TZVPD" e_above_lowest_kj_mol=122.8 homo_ev=-8.09
Ca 0.7534 -0.0075 0.1907
O 3.4820 -2.0841 1.9632
S 2.7360 -1.6383 0.8186
O 3.1193 -2.2331 -0.4661
O 1.2373 -1.8813 1.0076
O 2.7951 -0.1183 0.6691
C -5.4566 1.0862 1.5338
N -5.0483 0.0283 0.6352
C -5.8550 -0.5842 -0.2973
C -5.1060 -1.4939 -0.9392
N -3.8142 -1.4400 -0.4062
C -3.7846 -0.4766 0.5757
S -2.5559 0.0488 1.5681
C -2.7584 -2.3182 -0.7966
C -2.9576 -3.2264 -1.8413
C -1.9374 -4.1098 -2.1308
C -0.7656 -4.0652 -1.3936
C -0.6529 -3.1113 -0.3983
N -1.6319 -2.2454 -0.1097
H -6.5428 1.0891 1.5881
H -5.0989 2.0521 1.1753
H -5.0312 0.9065 2.5183
H -6.8934 -0.3327 -0.4092
H -5.3988 -2.1846 -1.6993
H -3.8651 -3.2685 -2.4158
H -2.0659 -4.8315 -2.9272
H 0.0506 -4.7466 -1.5856
H 0.2477 -3.0201 0.2022
C 4.3410 4.6635 2.1991
C 4.2827 3.5070 3.2078
C 3.1600 2.5112 2.8808
C 1.9655 3.2587 2.2806
C 2.3662 3.8008 0.8927
C 3.8501 4.1984 0.8337
P 0.4795 2.1766 2.1189
C 0.1181 1.4209 3.7629
C 0.2177 2.3372 4.9975
C 0.3027 1.5129 6.2928
C -0.5135 0.2321 6.1585
C 0.1114 -0.6919 5.0984
C 0.8585 0.1026 4.0168
C -0.9748 3.3157 1.9182
C -1.0052 4.6195 2.7540
C -0.9296 5.8645 1.8761
C -2.1124 5.9282 0.9079
C -2.4130 4.5528 0.2788
C -1.2334 3.5982 0.4315
H 5.3572 5.0554 2.1313
H 3.7136 5.4939 2.5387
H 4.1339 3.9101 4.2137
H 5.2357 2.9747 3.2235
H 2.8819 1.9729 3.7854
H 3.4939 1.7536 2.1678
H 1.7229 4.1022 2.9377
H 1.7396 4.6594 0.6368
H 2.1779 3.0339 0.1326
H 3.9944 4.9755 0.0806
H 4.4463 3.3398 0.5157
H -0.9396 1.1482 3.6369
H -0.6599 2.9870 5.0366
H 1.0908 2.9915 4.9259
H -0.0406 2.1153 7.1366
H 1.3440 1.2514 6.5011
H -1.5354 0.4984 5.8690
H -0.5910 -0.2851 7.1167
H -0.6682 -1.2970 4.6298
H 0.8088 -1.3873 5.5689
H 0.9487 -0.5067 3.1141
H 1.8811 0.3018 4.3404
H -1.8073 2.6804 2.2402
H -0.2036 4.6391 3.4923
H -1.9377 4.6540 3.3263
H 0.0105 5.8574 1.3182
H -0.9073 6.7622 2.4974
H -1.9102 6.6675 0.1303
H -2.9944 6.2830 1.4470
H -2.6806 4.6643 -0.7737
H -3.2771 4.0966 0.7723
H -0.3485 4.0230 -0.0515
H -1.4473 2.6521 -0.0762
C 3.3578 -2.2022 -3.7657
C 2.0547 -2.9089 -3.4177
N 0.8483 -2.1915 -3.8435
C 0.2253 -2.6198 -5.0849
C 0.9133 -2.0877 -6.3387
C 0.3878 -1.1435 -3.1163
C -0.8756 -0.4643 -3.5708
N 0.9501 -0.7025 -2.0439
H 4.1977 -2.8490 -3.5156
H 3.4764 -1.2895 -3.1839
H 3.4089 -1.9539 -4.8260
H 2.0183 -3.0638 -2.3364
H 2.0154 -3.8939 -3.8872
H -0.8238 -2.3274 -5.0821
H 0.2355 -3.7134 -5.0942
H 1.0804 -1.0131 -6.2575
H 0.2969 -2.2743 -7.2188
H 1.8784 -2.5676 -6.4972
H -0.7974 -0.1010 -4.5960
H -1.0655 0.3799 -2.9131
H -1.7222 -1.1499 -3.5152
H 1.7846 -1.2390 -1.7833

Entry 2:
52
Properties=species:S:1:pos:R:3 method="wB97M-V/def2-TZVPD" smiles="CCOC(=O)[C@@H]1CCCCN1C(=O)CCc1nnc(-c2ccc3c(c2)OCO3)o1" e_above_lowest_kj_mol=280.8 homo_ev=-8.07
C -5.9148 -2.6889 0.0579
C -4.7129 -3.0549 -0.8012
O -3.5326 -2.3807 -0.3589
C -3.3548 -1.1279 -0.7801
O -4.1081 -0.5509 -1.5206
C -2.0601 -0.5573 -0.2171
C -2.0116 -0.6382 1.3143
C -3.0173 0.3316 1.9255
C -2.7115 1.7395 1.4249
C -2.7855 1.7633 -0.1027
N -1.8525 0.8083 -0.6597
C -0.7881 1.0588 -1.4459
O -0.0550 0.1658 -1.8399
C -0.4702 2.5085 -1.8056
C 0.1775 3.2230 -0.6015
C 0.9908 2.2378 0.1508
N 0.6443 1.6224 1.2356
N 1.6205 0.7416 1.5217
C 2.5240 0.8598 0.5941
C 3.7568 0.1187 0.4795
C 4.0673 -0.8317 1.4489
C 5.2404 -1.5717 1.3824
C 6.0792 -1.3244 0.3198
C 5.7684 -0.3706 -0.6553
C 4.6150 0.3665 -0.6031
O 6.7714 -0.3316 -1.5849
C 7.7189 -1.2938 -1.1754
O 7.2790 -1.9024 0.0210
O 2.1804 1.8109 -0.3068
H -6.7771 -3.2702 -0.2553
H -6.1446 -1.6322 -0.0554
H -5.7064 -2.8969 1.1048
H -4.9001 -2.7928 -1.8475
H -4.4779 -4.1178 -0.7187
H -1.2417 -1.1534 -0.6418
H -2.2153 -1.6636 1.6216
H -1.0073 -0.3635 1.6408
H -2.9502 0.2964 3.0137
H -4.0334 0.0480 1.6378
H -3.4237 2.4583 1.8329
H -1.7033 2.0140 1.7410
H -2.5780 2.7614 -0.4804
H -3.7922 1.4810 -0.4288
H 0.2522 2.4559 -2.6219
H -1.3490 3.0483 -2.1547
H -0.5756 3.6164 0.0801
H 0.8109 4.0406 -0.9492
H 3.3707 -0.9819 2.2571
H 5.4890 -2.3095 2.1261
H 4.3722 1.0954 -1.3571
H 8.6913 -0.8055 -1.0039
H 7.8305 -2.0602 -1.9590

Entry 3:
103
Properties=species:S:1:pos:R:3 method="wB97M-V/def2-TZVPD" total_charge=+1 e_above_lowest_kj_mol=0.0 homo_ev=-11.31
C 1.3102 -3.5992 -1.7710
C 2.2750 -2.4004 -1.7423
C 1.4950 -1.1306 -2.1004
C 2.3680 0.0924 -2.4077
C 1.6530 1.0395 -3.4045
C 1.4802 2.4674 -2.8764
C 0.2951 3.2206 -3.5187
C -1.0282 2.6805 -3.0907
C -1.6977 1.7314 -3.8113
C -2.9197 1.1947 -3.3808
C -3.5489 0.1313 -4.2259
C -3.7703 0.5432 -5.7076
C -5.2559 0.8617 -5.9635
S -5.4684 2.0857 -7.2890
C -3.4750 1.6660 -2.1742
S -5.0150 1.0407 -1.5521
C -2.7892 2.6433 -1.4829
O -3.1899 3.1757 -0.3291
C -2.4885 2.5359 0.7936
C -3.5011 1.9868 1.7933
N -1.6171 3.1071 -1.9575
H 0.6405 -3.5100 -2.6312
H 0.6676 -3.5478 -0.8903
H 1.8229 -4.5518 -1.8789
H 3.0412 -2.6030 -2.4956
H 2.7664 -2.3194 -0.7720
H 0.8149 -0.9125 -1.2694
H 0.8940 -1.3920 -2.9755
H 3.3346 -0.2074 -2.8132
H 2.5687 0.6398 -1.4839
H 0.6534 0.6270 -3.5689
H 2.1472 1.0293 -4.3769
H 1.4437 2.4936 -1.7844
H 2.3802 3.0211 -3.1556
H 0.3647 3.0657 -4.5968
H 0.3888 4.2982 -3.3701
H -1.2669 1.3538 -4.7273
H -2.8445 -0.7084 -4.2247
H -4.4604 -0.2518 -3.7756
H -3.1041 1.3588 -5.9822
H -3.4714 -0.3150 -6.3090
H -5.7113 1.2102 -5.0370
H -5.7398 -0.0631 -6.2700
H -4.3379 2.7774 -7.1016
H -4.5905 -0.1271 -1.0413
H -1.8574 3.2662 1.3015
H -1.8413 1.7369 0.4260
H -4.3487 1.5906 1.2399
H -3.8372 2.8025 2.4303
H -3.0196 1.2240 2.4021
H -1.1532 3.8196 -1.4039
O -2.9030 -5.6032 3.3956
P -1.7105 -6.3896 3.0316
O -0.4341 -5.4033 2.9809
C -0.0886 -4.6539 4.1466
C 0.4766 -5.5316 5.2479
O -1.8760 -6.6918 1.4493
C -3.0607 -6.3414 0.7420
C -2.9253 -4.9738 0.1063
O -0.9397 -7.7823 3.2753
C -1.3741 -8.6916 4.3120
C -2.8536 -9.0078 4.2259
H -0.9591 -4.0977 4.5045
H 0.6601 -3.9275 3.8318
H -0.3055 -6.1581 5.6862
H 0.9004 -4.9236 6.0471
H 1.2495 -6.1921 4.8552
H -3.9345 -6.3901 1.3909
H -3.1960 -7.0971 -0.0336
H -2.6489 -4.2182 0.8430
H -3.8616 -4.6715 -0.3673
H -2.1387 -4.9851 -0.6507
H -1.1237 -8.2764 5.2913
H -0.7875 -9.5994 4.1860
H -3.4597 -8.1250 4.4487
H -3.1202 -9.7860 4.9402
H -3.1165 -9.3420 3.2217
O 4.1416 4.0977 0.6711
P 4.0305 4.7951 1.9664
O 4.8511 3.9838 3.0807
C 6.2493 3.7414 2.8870
C 7.0740 5.0068 3.0251
O 2.5169 4.4741 2.4718
C 1.6047 3.7744 1.6472
C 1.6358 2.2869 1.9399
O 4.0120 6.2467 2.6589
C 4.3722 7.4293 1.9093
C 3.6059 7.5502 0.6077
H 6.4154 3.2749 1.9130
H 6.5421 3.0222 3.6500
H 6.9075 5.6754 2.1748
H 8.1374 4.7720 3.0581
H 6.8010 5.5478 3.9309
H 1.8009 3.9742 0.5910
H 0.6100 4.1733 1.8701
H 2.6457 1.8842 1.8661
H 0.9919 1.7390 1.2449
H 1.2931 2.0920 2.9568
H 5.4490 7.4314 1.7255
H 4.1526 8.2771 2.5548
H 3.8906 6.7592 -0.0922
H 3.8102 8.5085 0.1315
H 2.5331 7.4631 0.7854

Entry 4:
152
Properties=species:S:1:pos:R:3 method="wB97M-V/def2-TZVPD" smiles=c1cc[nH]c1.CCN(CC)CC.Fc1ccccc1.Fc1ccccc1.Fc1ccccc1.Fc1ccccc1.Fc1ccccc1.Fc1ccccc1.Fc1ccccc1.Fc1ccccc1.Fc1ccccc1.Fc1ccccc1 homo_ev=-7.88
C 16.3472 13.5897 18.0402
C 15.4894 13.7049 16.9784
C 16.2370 13.8896 15.8206
N 17.5356 13.7932 16.2150
C 17.5892 13.6436 17.5722
H 16.0905 13.4692 19.0823
H 14.4102 13.6776 17.0107
H 15.9977 13.9521 14.7693
H 18.3090 13.8026 15.5655
H 18.5794 13.7388 17.9928
C 10.3939 17.0292 22.0719
C 10.6145 16.0578 20.9809
N 12.0364 15.9850 20.5362
C 12.9194 15.2677 21.4438
C 12.7792 13.7911 21.3610
C 12.2032 15.6212 19.0868
C 12.2347 16.8381 18.2219
H 10.7161 18.0093 21.7202
H 10.8462 16.7805 23.0320
H 9.3264 17.1152 22.2746
H 10.2710 15.0789 21.3155
H 10.1042 16.4090 20.0841
H 13.9528 15.5641 21.2635
H 12.8667 15.6137 22.4761
H 11.7359 13.4776 21.3227
H 13.4099 13.4270 20.5500
H 13.3240 13.4654 22.2471
H 11.4173 14.9035 18.8513
H 13.1209 15.0634 18.9005
H 12.2656 16.6670 17.1459
H 13.1915 17.3423 18.3579
H 11.5162 17.5721 18.5869
F 14.3379 16.6148 14.9450
C 14.6403 17.6397 15.7599
C 15.7090 17.5976 16.6539
C 15.8267 18.6570 17.6200
C 15.0243 19.7667 17.5214
C 13.9894 19.8301 16.5363
C 13.8311 18.7498 15.6682
H 16.2099 16.6523 16.8022
H 16.4070 18.6514 18.5309
H 15.0968 20.5181 18.2938
H 13.2787 20.6433 16.5360
H 13.0361 18.6828 14.9403
F 13.0666 12.4658 15.2422
C 11.8666 13.0068 15.3621
C 10.7864 12.1385 15.4456
C 9.4922 12.7607 15.5450
C 9.3276 14.1422 15.4374
C 10.4418 14.9495 15.2913
C 11.6888 14.4050 15.2980
H 10.9018 11.0647 15.4501
H 8.6164 12.1326 15.6140
H 8.3710 14.6349 15.3446
H 10.3293 16.0228 15.2486
H 12.6158 14.9546 15.3683
F 19.2074 15.7667 20.9883
C 19.6288 16.3897 19.8770
C 18.7908 16.6837 18.8451
C 19.2862 17.3533 17.7284
C 20.5905 17.7599 17.6273
C 21.4481 17.5339 18.7121
C 20.9794 16.8388 19.8331
H 17.7744 16.3270 18.9234
H 18.6323 17.5348 16.8881
H 20.9766 18.2863 16.7670
H 22.4874 17.8234 18.6613
H 21.5447 16.5473 20.7060
F 18.5978 10.9145 13.8524
C 17.5927 9.9997 14.1279
C 16.5357 10.3678 14.9673
C 15.4838 9.4376 15.0721
C 15.5593 8.2153 14.4296
C 16.5983 7.9054 13.5872
C 17.5976 8.8067 13.4061
H 16.5396 11.2700 15.5609
H 14.5676 9.6757 15.5920
H 14.6859 7.5892 14.5375
H 16.6639 6.9721 13.0478
H 18.4506 8.6584 12.7605
F 14.0672 7.6840 20.3790
C 13.4684 8.7687 19.7817
C 14.0070 9.3123 18.6051
C 13.3582 10.3170 17.9315
C 12.1096 10.7501 18.4012
C 11.5644 10.2190 19.5593
C 12.1981 9.2043 20.1924
H 15.0370 9.0900 18.3684
H 13.7660 10.8951 17.1155
H 11.6913 11.6140 17.9061
H 10.6143 10.5975 19.9063
H 11.7310 8.6527 20.9948
F 19.2150 17.5530 14.2305
C 19.4714 16.2783 13.8397
C 18.7936 15.6905 12.7672
C 19.1332 14.3891 12.4231
C 20.0962 13.6396 13.1050
C 20.7241 14.2039 14.1720
C 20.3328 15.4992 14.5953
H 18.1224 16.2664 12.1473
H 18.7228 13.8263 11.5977
H 20.2678 12.6242 12.7794
H 21.5067 13.6901 14.7104
H 20.8471 15.9753 15.4171
F 16.7773 10.7769 10.9766
C 15.9282 11.7673 10.8695
C 15.2548 11.8696 9.6365
C 14.4528 12.9763 9.3871
C 14.2759 13.8898 10.4147
C 14.9254 13.7520 11.6561
C 15.7722 12.7088 11.9001
H 15.4703 11.1594 8.8520
H 14.0320 13.1243 8.4035
H 13.5769 14.7025 10.2831
H 14.7485 14.4241 12.4828
H 16.3342 12.5178 12.8023
F 20.9783 13.0146 17.6459
C 22.0503 13.3456 18.4004
C 22.2701 12.6642 19.5767
C 23.3058 13.0609 20.4678
C 24.1979 14.0778 20.0428
C 23.9630 14.7725 18.8704
C 22.9140 14.4199 18.0881
H 21.6909 11.7727 19.7665
H 23.5544 12.4922 21.3516
H 25.1130 14.3830 20.5284
H 24.6146 15.5877 18.5923
H 22.7459 14.9688 17.1733
F 18.2910 7.3569 20.9986
C 18.3638 8.3437 20.0670
C 18.1135 7.9325 18.7567
C 18.2526 8.8948 17.7259
C 18.5511 10.2160 18.0463
C 18.7336 10.6028 19.3679
C 18.6305 9.6478 20.3668
H 17.9681 6.8811 18.5571
H 18.0352 8.6175 16.7050
H 18.5534 10.9393 17.2442
H 18.9410 11.6395 19.5888
H 18.8843 10.0101 21.3521
F 13.6460 9.7172 23.8380
C 14.4564 10.7619 23.4389
C 14.7174 11.8552 24.2770
C 15.6611 12.8081 23.8760
C 16.2708 12.6799 22.6262
C 16.0339 11.5941 21.8107
C 15.1626 10.5888 22.2672
H 14.1830 11.9515 25.2105
H 15.6982 13.7134 24.4637
H 16.8952 13.5188 22.3564
H 16.5249 11.5668 20.8492
H 15.0472 9.6302 21.7833

Looking at largest force on an atom for the records above, in order, we have 2.83 1.51 5.24 3.44 eV/A.
Looking at gap between HOMO and LUMO for the records above, in order, we have 8.2960 8.7291 7.6066 8.5490 eV.